{"formula": "C45H40Br4LuN4O6", "method": "wB97M-V/def2-TZVPD", "symbols": ["Lu", "Br", "Br", "Br", "Br", "O", "O", "O", "O", "O", "O", "N", "N", "N", "N", "C", "C", "C", "C", "C", "C", "C", "C", "C", "C", "C", "C", "C", "C", "C", "C", "C", "C", "C", "C", "C", "C", "C", "C", "C", "C", "C", "C", "C", "C", "C", "C", "C", "C", "C", "C", "C", "C", "C", "C", "C", "C", "C", "C", "C", "H", "H", "H", "H", "H", "H", "H", "H", "H", "H", "H", "H", "H", "H", "H", "H", "H", "H", "H", "H", "H", "H", "H", "H", "H", "H", "H", "H", "H", "H", "H", "H", "H", "H", "H", "H", "H", "H", "H", "H"], "positions_angstrom": [[-1.112759, 0.854165, -0.083805], [1.898227, 2.013337, 4.061636], [-2.968963, 4.702188, 5.535378], [-4.167793, 4.001369, 2.537807], [0.489205, 4.159938, 5.965676], [0.011130, 3.643486, -3.440512], [0.120891, 1.378081, 1.551163], [3.484429, -2.912384, -3.149017], [0.565424, -3.013069, -1.506777], [-2.362956, 2.263281, 0.963167], [-2.722374, -0.373308, 1.255766], [-0.427369, -1.458872, -0.205475], [-0.154711, 0.336457, -2.254391], [-0.625481, 2.714885, -1.434100], [-3.286273, 0.079554, -1.444617], [-4.053017, -0.215123, 0.809599], [-2.348746, 5.733640, -0.192742], [-0.133252, 5.774932, 0.673399], [0.157923, -1.883622, -1.287960], [0.881776, -1.249330, -3.709832], [-2.411995, 3.499996, 3.015832], [3.728993, -3.525914, 0.395769], [-1.692050, -3.389603, 0.633093], [-0.242062, 2.685216, -2.692193], [5.731271, -1.448624, 2.949818], [-0.778923, 3.949643, -0.813303], [-1.844153, 3.889315, 4.194681], [-0.642838, -2.467551, 0.762664], [-1.357921, 6.372603, 0.570627], [3.442261, -3.381612, -2.044588], [-4.163828, -1.083860, -3.362686], [-0.002485, 1.269375, -3.177205], [1.015194, -0.257581, -4.659750], [0.321491, -0.903282, -2.462907], [-5.069908, -1.691137, -2.508581], [5.001383, -1.850396, 1.677004], [1.540852, 4.014386, 0.199667], [-1.121731, -4.303075, 2.790677], [5.107898, -1.049273, 0.521772], [-0.088875, -3.362955, 2.928072], [-2.532938, -3.291449, -0.624772], [-1.789372, 2.650836, 2.073089], [-0.421712, 2.201329, 2.390640], [0.140077, 2.696789, 3.543302], [-2.073983, 4.566543, -0.843034], [2.870871, -4.760328, 0.367561], [-4.170424, -0.502979, -0.651059], [4.882752, -0.696945, -1.959064], [4.398311, -3.107487, 1.569533], [4.645190, -1.542527, -0.702687], [-0.508337, 3.509888, 4.448978], [0.226538, -2.498822, 1.862426], [0.454656, 0.989516, -4.412184], [1.469019, -1.646291, 1.960610], [-3.341889, -0.101301, -2.762385], [0.154092, 4.572347, 0.003310], [3.936263, -2.771645, -0.810722], [-1.930087, -4.347762, 1.633704], [-3.171837, 3.912786, -1.629424], [-5.134478, -1.378216, -1.143521], [-3.331022, 6.158309, -0.259117], [1.902758, -4.549198, -0.103964], [-3.389133, 2.887651, -1.422475], [2.061467, 4.579125, 0.989595], [5.026836, -1.412389, 3.718426], [-4.134982, 4.464089, -1.495475], [1.464869, -0.453489, -5.682475], [-4.699343, -0.898789, 1.403719], [-3.511859, -3.834916, -0.470762], [-5.799556, -2.397961, -2.856144], [-2.746140, -5.034471, 1.432473], [0.690791, -3.467848, 3.676809], [3.186523, -4.446203, -1.914968], [5.266178, 0.224417, -1.653675], [-1.520432, 7.306813, 1.163099], [-2.862482, 3.902792, -2.652072], [5.698693, -1.217733, -2.462421], [5.616208, -0.027548, 0.561953], [1.214579, -0.672885, 1.544286], [-2.620275, -1.325701, 1.276619], [4.022940, -0.593452, -2.653407], [2.226847, 3.998339, -0.691143], [6.524892, -2.208629, 3.178203], [1.243482, -2.249457, -3.788864], [0.679389, 6.124762, 1.286767], [1.684387, 2.968730, 0.432182], [4.318007, -3.800740, 2.387321], [6.226957, -0.465266, 2.808903], [-1.335188, -5.012746, 3.532000], [-4.029379, -1.249931, -4.467408], [3.342952, -5.637257, -0.028804], [-5.886527, -1.856941, -0.474262], [-2.637812, -2.275148, -0.963092], [0.586142, 1.823697, -5.136649], [2.217205, -2.177163, 1.318452], [-2.673702, 0.400959, -3.380885], [2.644436, -5.053942, 1.387372], [1.822054, -1.490842, 3.039568], [-1.989195, -3.773192, -1.479935], [-4.322162, 0.774559, 1.023102]], "atomic_forces_ev_per_a": [[0.09, -0.14, -0.92], [-0.62, 0.05, -0.80], [0.80, -0.07, -0.35], [-0.34, 0.06, -0.02], [-0.88, 0.01, -0.28], [-0.21, -0.62, 0.08], [0.61, -0.77, -0.54], [-0.10, 0.50, -0.88], [0.72, -1.71, -0.23], [0.25, -0.14, 0.42], [0.05, -0.03, -0.13], [-0.84, 1.20, 0.54], [0.72, -1.39, 0.83], [0.08, -0.90, 0.90], [0.62, 0.99, -0.25], [-0.50, -1.33, 0.58], [0.79, 0.83, 0.67], [0.27, -0.96, -0.40], [0.45, 0.35, -2.07], [-0.02, 0.16, 1.47], [-0.56, -1.01, -1.78], [1.50, 0.76, -0.96], [-0.13, 0.31, -0.22], [0.34, 0.78, -0.89], [1.39, -0.27, -1.78], [-1.74, 2.03, 0.94], [1.21, 0.15, 1.60], [0.61, 0.18, 0.60], [-0.28, 0.81, 0.70], [0.71, -0.63, 0.22], [0.64, 1.18, -0.01], [-0.80, 0.92, 1.02], [-0.41, -0.49, -1.72], [-0.79, 0.81, -0.22], [-0.67, -0.11, 0.36], [1.15, -0.26, -0.63], [1.64, 0.03, -0.61], [-0.40, 0.69, -1.38], [0.13, 0.12, 0.15], [0.28, -0.90, -1.51], [0.09, -1.93, -0.22], [0.93, 0.62, 1.12], [-2.29, 0.94, -0.24], [1.60, -0.80, 0.55], [0.29, -1.22, -0.48], [-0.58, 0.41, 1.10], [-1.04, -0.66, -0.03], [-0.44, -1.89, 0.05], [-0.94, 0.04, -1.14], [-1.01, 0.55, -1.00], [-1.00, 1.07, 0.79], [-0.61, -0.34, 1.47], [1.71, 0.83, -2.09], [-0.16, -0.26, 0.16], [-1.18, -2.36, 0.40], [0.96, -0.64, -0.36], [0.15, 0.30, 2.47], [0.90, 1.43, -0.09], [-0.75, 0.99, 0.14], [-0.01, 0.01, -0.33], [-0.38, 0.12, 0.01], [0.28, -0.16, -0.12], [0.16, -0.78, 0.71], [-0.12, -0.19, -0.28], [-0.90, 0.18, 1.60], [0.77, -0.28, -0.31], [-0.49, 0.10, 1.50], [0.19, 0.42, -0.45], [0.89, 0.80, -0.35], [-0.06, -0.34, -0.38], [0.15, -0.19, 0.52], [-0.51, 0.11, 0.45], [-0.40, 0.13, -0.09], [0.43, 1.69, 0.34], [-0.19, -0.87, -0.74], [-0.08, 0.24, -1.05], [-0.09, 0.09, -0.54], [-0.79, -1.58, -0.02], [0.49, 0.11, 0.06], [0.85, -0.63, 0.25], [0.58, -0.17, 0.65], [-0.83, 0.85, 0.24], [-0.73, 0.65, -0.07], [0.31, -0.41, -0.32], [-0.09, 0.53, 0.23], [-0.93, -0.48, 0.64], [0.09, 0.12, 0.61], [-0.38, -0.58, 0.24], [-0.02, -0.84, 1.15], [-0.53, -0.05, 1.42], [0.32, -0.35, -0.73], [0.78, 0.47, -0.66], [-0.31, 0.24, 0.15], [-0.28, -0.68, 0.69], [-0.45, 1.00, 0.78], [1.27, 1.09, -0.67], [-0.12, 0.10, 0.37], [-0.41, -0.45, -1.59], [-0.40, 0.10, 0.72], [-0.43, 1.58, 0.25]], "lowdin_charge": [1.77, 0.65, 0.64, 0.75, 0.63, 0.02, -0.26, 0.04, 0.03, -0.28, -0.12, 0.00, 0.05, -0.01, 0.07, -0.16, -0.08, -0.07, -0.52, 0.00, -0.65, -0.22, -0.23, -0.50, -0.04, -0.22, -0.73, -0.24, -0.09, -0.23, -0.03, -0.22, -0.04, -0.12, -0.07, -0.26, -0.05, -0.08, 0.00, -0.04, -0.04, -0.39, -0.43, -0.59, -0.21, -0.05, -0.29, -0.03, -0.03, -0.17, -0.73, -0.19, -0.02, -0.01, -0.09, -0.20, -0.10, -0.04, -0.04, -0.02, 0.09, 0.08, 0.04, 0.07, 0.05, 0.09, 0.13, 0.15, 0.10, 0.10, 0.10, 0.10, 0.12, 0.04, 0.11, 0.07, 0.09, 0.14, 0.05, 0.07, 0.09, 0.09, 0.10, 0.09, 0.10, 0.05, 0.11, 0.08, 0.07, 0.13, 0.08, 0.13, 0.03, 0.13, 0.07, 0.09, 0.07, 0.11, 0.10, 0.10], "lumo_ev": 1.9066, "total_charge": -1}